(w)
Below is 3 unconnected molecules or ions with the total composition C6H14O, with properties calculated with the ωB97M-V functional and the def2-TZVPD basis.

Geometry (Å):
1 C 0.21097 -2.56457 -2.00083
2 C 0.98987 -1.73246 -1.05852
3 C 0.45612 -0.34822 -1.03028
4 C 0.90200 0.52717 0.14903
5 C -0.36254 1.05181 0.79300
6 O -0.01802 1.88107 1.86843
7 C -1.14811 2.38752 2.52324
8 H 0.24318 -2.24581 -3.04374
9 H -1.03253 -1.87197 -1.64409
10 H 0.39982 -3.65738 -1.92214
11 H 1.11089 -2.19825 -0.07019
12 H 1.95967 -1.31289 -1.38955
13 H 0.56703 0.13767 -2.00569
14 H -1.01777 -0.78186 -1.23792
15 H 1.54004 1.38475 -0.12080
16 H 1.46938 -0.04441 0.90283
17 H -0.95491 1.60164 0.04064
18 H -0.97666 0.19594 1.12302
19 H -1.77101 2.99442 1.84705
20 H -0.79464 3.01699 3.34218
21 H -1.77276 1.57883 2.93434

Charge   0
HOMO-LUMO gap   10.328 eV

---

(x)
Below is a single C6H14O molecule, with properties calculated with the ωB97M-V functional and the def2-TZVPD basis.

Geometry (Å):
1 C 2.20996 2.43563 -0.58688
2 C 1.68439 1.05581 -1.04280
3 C 0.98395 0.31861 0.10335
4 C -0.16939 -0.58545 -0.32532
5 C -1.00118 -1.06141 0.86400
6 C -2.32873 -1.65911 0.43942
7 O -3.03355 -2.04265 1.60465
8 H 1.42239 3.22867 -0.35294
9 H 2.98189 2.78685 -1.28862
10 H 2.68549 2.36161 0.38742
11 H 0.99216 1.17382 -1.88775
12 H 2.49898 0.42639 -1.44030
13 H 1.71619 -0.25843 0.68703
14 H 0.58415 1.07825 0.78733
15 H 0.20116 -1.44704 -0.89994
16 H -0.81449 -0.01550 -1.01020
17 H -0.44818 -1.79890 1.45926
18 H -1.21013 -0.21356 1.52954
19 H -2.89266 -0.90599 -0.13634
20 H -2.15791 -2.52016 -0.22796
21 H -3.90446 -2.35744 1.33706

Charge   0
HOMO-LUMO gap   11.309 eV
SMILES string   CCCCCCO

---

(y)
Below is 2 unconnected molecules or ions with the total composition C6H14O, with properties calculated with the ωB97M-V functional and the def2-TZVPD basis.

Geometry (Å):
1 C 0.08898 -0.37895 -1.70799
2 C 0.11058 -0.69125 -0.24864
3 C -0.39294 0.07377 0.70978
4 C -1.18897 1.33567 0.49441
5 C -0.30163 -0.35864 2.15473
6 C -1.51367 -1.14061 2.63976
7 H -0.13316 0.66265 -1.93703
8 H 1.08120 -0.49085 -2.16609
9 H -0.62888 -0.93590 -2.30792
10 H 0.51876 -1.66142 0.00130
11 H -2.24751 1.08699 0.55868
12 H -1.01819 1.80728 -0.46780
13 H -0.95809 2.06610 1.26567
14 H -0.12015 0.52290 2.76381
15 H 0.56335 -1.00795 2.30799
16 H -1.33042 -1.59530 3.61343
17 H -1.75742 -1.93161 1.93817
18 H -2.46439 -0.59066 2.70103
19 O 4.04198 0.83562 -3.84891
20 H 4.20118 0.82575 -4.79907
21 H 3.44941 1.56645 -3.66529

Charge   0
HOMO-LUMO gap   9.705 eV
SMILES string   C/C=C(\C)CC.O

---

Short version: (x) is the most stable of them.

---

(w)
Below is a single C6H14O molecule, with properties calculated with the ωB97M-V functional and the def2-TZVPD basis.

Geometry (Å):
1 C -2.43361 -0.19640 -1.01721
2 C -1.20477 -0.67896 -0.19162
3 C -1.43822 -1.98783 0.67836
4 C -0.46958 0.45452 0.63253
5 C 1.10073 0.23539 0.86870
6 C 1.99374 0.45604 -0.49362
7 O 2.50263 1.78197 -0.42844
8 H -2.96820 -1.14197 -1.40477
9 H -3.25780 0.14297 -0.36099
10 H -2.32659 0.72461 -1.73683
11 H -0.52582 -0.99040 -1.04214
12 H -0.46570 -2.40709 1.08500
13 H -2.14726 -1.89791 1.54036
14 H -1.87934 -2.80179 0.05296
15 H -0.45778 1.26555 -0.11955
16 H -1.06225 0.73344 1.42900
17 H 1.41385 -0.69596 1.21313
18 H 1.53494 1.02266 1.47928
19 H 1.25675 0.46791 -1.35219
20 H 2.88385 -0.23343 -0.69328
21 H 2.69053 1.85905 0.47468

Charge   0
HOMO-LUMO gap   11.253 eV
SMILES string   CC(C)CCCO

---

(x)
Below is 2 unconnected molecules or ions with the total composition C6H14O, with properties calculated with the ωB97M-V functional and the def2-TZVPD basis.

Geometry (Å):
1 C -2.08318 -0.98189 0.95843
2 C -0.86487 -1.42741 0.66253
3 C 0.39556 -0.73591 1.10668
4 C 1.26727 -0.13611 -0.00101
5 O 2.40366 0.42770 0.61552
6 C 3.28309 1.01982 -0.30561
7 H -2.23549 -0.04735 1.50063
8 H -2.98583 -1.42616 0.54397
9 H -0.77463 -2.30856 0.02536
10 H 1.01630 -1.44686 1.66355
11 H 0.12965 0.07176 1.79806
12 H 1.57666 -0.90702 -0.72824
13 H 0.72182 0.64173 -0.56449
14 H 3.67221 0.28642 -1.03044
15 H 4.12292 1.43501 0.25842
16 H 2.79784 1.83439 -0.86741
17 C -2.49727 0.74867 -1.13036
18 H -3.54046 0.65448 -0.80066
19 H -2.42692 0.57605 -2.20076
20 H -2.11557 1.72897 -0.83768
21 H -1.86278 -0.00772 -0.66648

Charge   0
HOMO-LUMO gap   10.313 eV
SMILES string   C=CCCOC.C

---

(y)
Below is a single C6H14O molecule, with properties calculated with the ωB97M-V functional and the def2-TZVPD basis.

Geometry (Å):
1 C -1.19113 -1.16583 -0.87736
2 C -1.89418 -0.45725 0.27912
3 C -1.48586 1.00763 0.47321
4 C -0.07385 1.28280 1.01614
5 C 1.11385 0.86810 0.14458
6 O 1.48929 -0.46879 0.41693
7 C 2.47151 -0.94927 -0.46677
8 H -1.58315 -2.17837 -1.02112
9 H -0.12319 -1.25238 -0.67120
10 H -1.32491 -0.61267 -1.81613
11 H -2.97942 -0.48521 0.10941
12 H -1.71353 -1.00640 1.21345
13 H -1.61759 1.54741 -0.47714
14 H -2.19596 1.46565 1.17540
15 H 0.05156 0.80954 1.99904
16 H 0.00619 2.36683 1.17986
17 H 0.86435 0.98762 -0.92547
18 H 1.97745 1.52055 0.35097
19 H 2.13479 -0.90226 -1.51570
20 H 2.66277 -1.99492 -0.20954
21 H 3.41100 -0.38279 -0.37766

Charge   0
HOMO-LUMO gap   10.965 eV
SMILES string   CCCCCOC

---

Short version: (y) is the most stable of them.

---

(w)
Below is 2 unconnected molecules or ions with the total composition C6H14O, with properties calculated with the ωB97M-V functional and the def2-TZVPD basis.

Geometry (Å):
1 C 2.91518 -0.73053 0.96519
2 C 1.30464 -1.86083 -0.01328
3 C 0.02973 -1.30131 0.18981
4 C -0.53775 -0.24112 -0.70910
5 C -1.36359 0.80560 0.04051
6 C -1.97096 1.86112 -0.86684
7 O -2.72933 2.73869 -0.05485
8 H 3.78860 -1.28264 0.58552
9 H 2.92705 -0.78992 2.05694
10 H 3.01706 0.31389 0.65566
11 H 1.80923 -1.73951 -0.96742
12 H 1.58733 -2.76879 0.50966
13 H -0.55642 -1.68127 1.01696
14 H 1.31872 -0.83925 0.74887
15 H -1.16883 -0.72109 -1.47164
16 H 0.27404 0.25837 -1.26411
17 H -2.18075 0.31573 0.58575
18 H -0.73994 1.30607 0.79150
19 H -1.17031 2.40375 -1.39724
20 H -2.60529 1.38234 -1.63204
21 H -3.10971 3.41848 -0.62301

Charge   0
HOMO-LUMO gap   7.662 eV

---

(x)
Below is a single C6H14O molecule, with properties calculated with the ωB97M-V functional and the def2-TZVPD basis.

Geometry (Å):
1 C -3.42480 0.03492 0.48144
2 C -2.14734 0.00535 -0.35848
3 C -0.86469 0.16805 0.45740
4 C 0.38739 0.02031 -0.40635
5 C 1.69066 -0.04690 0.38629
6 C 2.88168 -0.32836 -0.51249
7 O 4.04232 -0.41172 0.29228
8 H -4.26150 -0.42339 -0.05568
9 H -3.71662 1.05801 0.74043
10 H -3.29388 -0.51820 1.41890
11 H -2.08862 -0.94882 -0.89907
12 H -2.19363 0.78668 -1.12944
13 H -0.85855 1.14072 0.96997
14 H -0.84827 -0.59568 1.24874
15 H 0.43441 0.84894 -1.12789
16 H 0.28988 -0.89857 -1.00386
17 H 1.86744 0.89056 0.92847
18 H 1.63236 -0.84298 1.14011
19 H 2.70913 -1.27109 -1.05870
20 H 2.97578 0.47189 -1.26570
21 H 4.78934 -0.61296 -0.28318

Charge   0
HOMO-LUMO gap   11.306 eV
SMILES string   CCCCCCO

---

Short version: (x) is the most stable of them.

---

(w)
Below is a single C6H14O molecule, with properties calculated with the ωB97M-V functional and the def2-TZVPD basis.

Geometry (Å):
1 C 2.46195 2.13010 -1.01557
2 C 1.52258 0.95382 -1.28070
3 C 0.51878 0.73597 -0.14785
4 C -0.43247 -0.44800 -0.34346
5 C -1.26393 -0.72124 0.91251
6 C -2.10487 -2.00097 0.87105
7 O -2.25156 -2.58346 2.15564
8 H 3.18961 2.25434 -1.82471
9 H 3.02462 1.98499 -0.08541
10 H 1.90424 3.06901 -0.92017
11 H 0.98748 1.11676 -2.22577
12 H 2.11876 0.04165 -1.41863
13 H 1.07707 0.58458 0.78763
14 H -0.07220 1.65182 -0.00274
15 H 0.15203 -1.34932 -0.57731
16 H -1.08506 -0.26732 -1.20972
17 H -0.57568 -0.82894 1.76156
18 H -1.90518 0.14619 1.13140
19 H -3.09103 -1.81268 0.41782
20 H -1.61192 -2.76598 0.26108
21 H -2.56322 -1.89131 2.75335

Charge   0
HOMO-LUMO gap   11.230 eV
SMILES string   CCCCCCO

---

(x)
Below is a single C6H14O molecule, with properties calculated with the ωB97M-V functional and the def2-TZVPD basis.

Geometry (Å):
1 C 2.14008 2.12900 -0.54926
2 C 1.16534 1.30906 0.28839
3 C -0.22193 1.16611 -0.34179
4 C -1.10402 0.27465 0.53836
5 C -2.13567 -0.65426 -0.08978
6 O -1.61574 -1.99517 0.25053
7 C -0.84526 -2.66079 -0.73250
8 H 3.11898 2.20124 -0.06344
9 H 1.76971 3.14805 -0.71101
10 H 2.28871 1.66966 -1.53381
11 H 1.57184 0.30113 0.44618
12 H 1.06380 1.75235 1.28901
13 H -0.64616 2.16917 -0.50782
14 H -0.11681 0.71785 -1.34079
15 H -1.46029 0.81433 1.42768
16 H -0.56011 -0.63312 0.87761
17 H -3.12450 -0.59277 0.37720
18 H -2.23029 -0.55067 -1.17770
19 H -1.50695 -3.27150 -1.35604
20 H -0.11372 -3.34166 -0.26466
21 H -0.27748 -1.97501 -1.38115

Charge   0
HOMO-LUMO gap   10.703 eV
SMILES string   CCCCCOC

---

(y)
Below is a molecular structure, C6H14O, with properties calculated with the ωB97M-V functional and the def2-TZVPD basis.

Geometry (Å):
1 C -1.79158 -0.62410 -1.13560
2 C -1.65020 -0.64357 0.35836
3 C -2.49004 0.40990 1.02094
4 C 0.40035 0.36894 0.52909
5 C 1.58400 -0.26804 -0.17390
6 C 2.77124 0.68513 -0.30879
7 O 1.94057 -1.40421 0.59738
8 H -2.73720 -1.15767 -1.31601
9 H -1.01350 -1.19946 -1.64741
10 H -1.89131 0.36892 -1.61146
11 H -0.38097 -0.56940 0.72760
12 H -3.49602 -0.03742 1.04006
13 H -2.58536 1.37682 0.49418
14 H -2.21605 0.58968 2.06531
15 H 0.65064 0.65000 1.55849
16 H 0.01193 1.23454 -0.01162
17 H 1.26823 -0.58034 -1.18400
18 H 3.11986 0.99458 0.68233
19 H 2.50868 1.57759 -0.88672
20 H 3.60468 0.18741 -0.82313
21 H 2.69193 -1.83131 0.16719

Charge   0
HOMO-LUMO gap   8.417 eV

---

Short version: (w) is the most stable of them.

---

(w)
Below is a single C6H14O molecule, with properties calculated with the ωB97M-V functional and the def2-TZVPD basis.

Geometry (Å):
1 C -3.41286 0.03723 -0.51072
2 C -2.30102 -0.34815 0.46662
3 C -0.93108 -0.24699 -0.20976
4 C 0.31574 -0.40357 0.68338
5 C 1.59593 -0.19116 -0.12340
6 O 2.60895 0.27469 0.74963
7 C 3.74015 0.74222 0.05927
8 H -4.40560 -0.01697 -0.05131
9 H -3.40637 -0.62242 -1.38669
10 H -3.27031 1.06330 -0.87273
11 H -2.36033 0.29888 1.35328
12 H -2.45601 -1.37359 0.81885
13 H -0.90128 -0.98749 -1.02318
14 H -0.91557 0.72373 -0.73072
15 H 0.34146 -1.38382 1.20611
16 H 0.35464 0.41059 1.41993
17 H 1.88560 -1.14821 -0.60067
18 H 1.39731 0.58899 -0.89836
19 H 4.34075 -0.08476 -0.35484
20 H 4.36999 1.28227 0.78216
21 H 3.40991 1.38523 -0.77685

Charge   0
HOMO-LUMO gap   10.944 eV
SMILES string   CCCCCOC

---

(x)
Below is 2 unconnected molecules or ions with the total composition C6H14O, with properties calculated with the ωB97M-V functional and the def2-TZVPD basis.

Geometry (Å):
1 C -0.97547 -0.31642 -2.22235
2 C -0.68506 -1.19250 -1.20439
3 C 0.43361 -0.87844 -0.20875
4 C 0.39531 -0.08648 1.14389
5 C -0.75664 -0.65922 2.19837
6 C -0.86168 -2.17417 2.12571
7 H -0.27541 0.51991 -2.44716
8 H -1.77541 -0.44729 -2.98656
9 H -1.28311 -2.10660 -1.04061
10 H 0.98604 -0.13715 -0.74653
11 H 1.02512 -1.83384 -0.09419
12 H 0.42846 1.02923 1.21140
13 H 1.36192 -0.46949 1.72049
14 H -0.39612 -0.34043 3.24363
15 H -1.68204 -0.31144 1.81942
16 H -1.57788 -2.22813 2.98243
17 H -1.19526 -2.48767 1.22222
18 H 0.04092 -2.67541 2.33245
19 O 2.25398 5.55338 -2.68810
20 H 3.03717 5.17927 -3.12568
21 H 1.50156 6.06290 -3.23568

Charge   0
HOMO-LUMO gap   10.153 eV
SMILES string   C=CCCCC.O

---

Short version: (w) is the most stable of them.